[1]
Below is a structure of composition C16H25F9MgO8 in a non-equilibrium geometry, with properties calculated with ωB97M-V/def2-TZVPD.

Properties
E in eV: -63282.982
Maximum force in eV Å⁻¹: 1.68
Orbital gap in eV: 8.48
Relative energy (zero: lowest compared OMol25 entry of this formula, charge and spin) in eV: 0.0000

Each line ends with the natural charge from an NBO analysis.
Element x y z (Å)
H 0.987 1.819 -2.982  0.218
O 1.023 -0.238 -1.576  -0.659
O -1.720 -0.750 -0.744  -0.574
H 2.300 -0.207 3.399  0.205
C 0.463 1.299 -3.785  -0.089
O -0.152 2.048 0.025  -1.115
C 0.101 -2.336 2.154  -0.012
H 0.815 -4.305 2.633  0.198
C 1.073 -3.512 1.927  -0.632
C -3.282 -1.990 -2.051  0.902
F 3.437 3.456 0.954  -0.299
C 4.252 2.393 1.001  0.903
H -2.446 4.217 -0.966  0.199
C 1.162 -2.234 -2.888  0.901
F 1.169 -2.857 -1.733  -0.284
H -2.594 2.483 -0.838  0.190
F 2.304 -2.487 -3.545  -0.312
F -2.533 -3.086 -2.033  -0.299
C -1.019 1.573 -3.812  -0.641
H -0.922 -2.737 2.103  0.132
F -4.565 -2.361 -1.978  -0.305
O 0.741 -0.113 -3.797  -0.449
F 0.155 -2.704 -3.640  -0.306
H 3.418 -2.171 4.345  0.233
H 4.306 -0.757 4.747  0.218
H -4.564 0.989 2.666  0.224
C -2.869 -1.048 -0.904  0.704
H 0.248 -2.061 3.230  0.107
C -4.771 0.570 1.688  -0.624
H -2.835 -0.535 1.677  0.204
O -3.862 -0.681 -0.125  -0.470
F 4.761 2.195 -0.219  -0.304
C 3.428 1.150 1.405  0.752
H 4.891 -1.879 3.463  0.221
Mg 0.550 0.300 0.375  1.839
H -5.226 1.303 1.024  0.215
H 0.897 -3.858 0.900  0.202
F 5.238 2.652 1.844  -0.294
H -2.913 0.934 0.743  0.211
C -2.174 3.360 -0.338  -0.632
C 3.193 -0.609 2.916  -0.099
H -1.480 1.325 -4.766  0.217
O 3.971 0.491 2.373  -0.444
H 0.935 1.680 -4.695  0.196
H -0.211 4.053 0.316  0.137
O 2.438 0.836 0.801  -0.669
C 4.026 -1.381 3.895  -0.636
H -0.315 3.525 -1.347  0.109
H 2.143 -3.332 2.026  0.183
F -3.089 -1.363 -3.216  -0.311
H -1.224 2.606 -3.543  0.234
H 2.829 -1.229 2.097  0.226
H -2.645 3.456 0.641  0.196
C 0.998 -0.711 -2.678  0.760
O 0.313 -1.246 1.366  -1.111
C -3.494 0.059 1.046  -0.095
H -5.483 -0.256 1.774  0.215
C -0.660 3.279 -0.326  -0.017
H -1.515 0.983 -3.031  0.228

Forces on the atoms, in the same order (eV/Å):
-0.243 -0.451 0.410
0.410 0.326 0.157
0.360 0.022 -0.462
0.092 0.213 -0.077
0.352 1.250 -0.691
0.044 -1.004 0.454
1.063 0.266 1.277
0.001 -0.136 -0.122
-0.825 -0.227 -0.732
-0.495 0.110 0.126
0.206 -0.232 -0.007
-0.506 0.290 -0.212
-0.237 0.067 0.288
-0.114 0.098 -0.673
0.084 -0.198 0.244
0.109 -0.070 0.027
0.075 -0.007 0.124
0.158 -0.079 0.024
-0.351 -0.486 0.754
-0.067 -0.018 -0.214
0.139 0.090 -0.052
0.232 -0.055 -0.267
0.099 0.052 0.204
-0.165 0.021 -0.258
0.304 0.054 -0.215
-0.026 0.122 0.035
0.224 -0.017 0.677
-0.278 -0.013 -0.170
-0.045 -0.904 -0.452
-0.225 -0.278 0.059
-0.414 -0.534 -0.462
0.047 0.015 0.012
0.475 -0.193 -0.157
0.103 0.258 -0.113
-1.143 0.519 -0.383
0.009 0.190 0.156
0.190 -0.226 0.201
0.133 -0.016 0.062
0.196 -0.252 -0.108
-0.205 0.279 -0.524
-0.449 -0.764 -0.079
0.087 0.035 -0.057
0.176 0.141 0.650
-0.090 -0.253 -0.041
-0.320 0.198 0.009
-0.035 0.340 -0.179
-0.105 -0.132 0.675
-0.072 0.157 -0.107
-0.054 0.475 0.108
0.027 0.044 -0.199
0.127 0.183 -0.206
0.103 0.108 -0.051
0.125 0.012 0.097
-0.676 -0.563 0.296
0.152 0.273 -0.346
0.269 1.408 0.308
0.020 0.096 0.259
0.858 -0.623 0.021
0.091 0.018 -0.101

=====

[2]
Below is a cluster of 8 separate species, C63H66F16O7S in total in a non-equilibrium geometry, with properties calculated with ωB97M-V/def2-TZVPD.

Properties
E in eV: -135046.893
SMILES: C=C[C@@H](COCC)O[C@@H]([C@H](CCOC(=O)CC)OCCCC(F)(F)C(F)(F)C(F)(F)C(F)(F)F)S(C)(=O)=O.Fc1ccccc1.Fc1ccccc1.Fc1ccccc1.Fc1ccccc1.Fc1ccccc1.Fc1ccccc1.Fc1ccccc1
Maximum force in eV Å⁻¹: 1.13
Orbital gap in eV: 9.03

Each line ends with the Löwdin charge.
Element x y z (Å)
C 4.017 -10.127 -5.077  -0.288
H 1.216 10.352 7.877  0.102
H -6.414 -0.406 -10.962  0.118
H -2.618 0.017 1.417  0.146
C -1.329 -5.199 5.100  -0.092
H -0.865 5.660 0.426  0.053
C -2.253 -1.155 -7.509  -0.078
C 6.061 -5.342 0.816  -0.074
H 2.745 5.772 -5.057  0.106
C 4.377 -8.321 -3.038  -0.095
H -0.993 -2.618 -6.573  0.101
C 5.385 -9.219 -3.357  -0.082
H -0.053 0.562 5.351  0.097
C 6.765 -6.497 -1.170  -0.096
C -0.046 5.406 -2.409  -0.021
H -5.589 3.075 -0.446  0.077
C -3.387 -0.216 3.391  -0.067
H -1.377 5.192 -4.071  0.106
H -7.367 1.664 -11.967  0.105
C 1.629 8.118 5.363  -0.026
H 1.765 -6.592 5.339  0.114
F 1.582 5.664 -0.728  0.045
H -3.843 3.433 -0.196  0.064
C -6.295 1.540 -11.900  -0.083
C 3.360 -2.124 0.361  -0.602
H 6.652 -6.701 -2.227  0.096
F 0.202 -0.938 -2.654  0.094
C -2.127 1.039 -6.602  -0.283
F 8.872 -7.465 1.591  0.056
H -0.951 3.158 3.066  0.133
H -1.944 0.710 7.762  0.084
H -4.336 0.592 5.178  0.140
C -2.671 0.168 -7.523  -0.016
H 1.639 2.821 5.752  0.080
O -2.847 -0.691 5.724  -0.014
C 7.061 -5.971 1.545  -0.008
H -3.410 3.140 -12.654  0.105
C 7.773 -7.130 -0.457  -0.012
C -3.336 0.331 4.825  -0.114
H 8.454 -7.826 -0.927  0.118
C 3.184 -8.339 -3.749  -0.077
O -5.659 2.220 2.513  -0.294
O -1.223 0.681 2.831  -0.123
C 5.211 -10.136 -4.385  -0.014
H 6.315 -9.210 -2.802  0.098
H -3.160 -6.214 5.565  0.104
C -0.222 9.950 6.337  -0.081
C 0.079 0.237 0.770  -0.115
C -1.518 -0.941 5.616  -0.497
H 5.396 -4.648 1.305  0.084
C -0.323 -0.747 -0.349  -0.052
H -2.667 -1.849 -8.229  0.102
C 2.285 5.740 -2.968  -0.015
C -0.352 5.346 -3.762  -0.079
C -0.088 -7.559 5.774  -0.291
C 7.897 -6.852 0.890  -0.285
H 1.143 0.460 0.740  0.101
H 0.782 2.339 4.302  0.052
H -2.712 1.222 4.897  0.106
H -2.031 -8.353 6.164  0.115
C 0.418 8.314 4.731  -0.288
C -5.775 0.383 -11.335  -0.017
C 0.489 4.409 4.862  -0.251
C -0.517 9.217 5.196  -0.017
F -3.889 -0.868 -10.705  0.046
F 3.841 -11.013 -6.078  0.055
H 0.953 5.070 5.608  0.115
C -2.570 0.570 2.367  -0.293
H -1.166 -0.337 -0.915  0.136
S -4.763 1.948 1.416  0.673
H -4.414 -0.339 3.035  0.119
H -2.794 4.143 5.037  0.141
F 4.055 -1.711 -0.665  0.216
H -0.453 1.178 0.593  0.111
H 0.193 -0.515 6.710  0.126
H 0.640 -4.450 4.720  0.101
C 0.054 -5.303 5.036  -0.080
H -3.407 0.521 -8.233  0.109
C 0.647 5.477 -4.716  -0.093
C -1.464 -7.488 5.847  -0.022
H 2.332 7.395 4.972  0.116
F 4.119 -2.898 1.100  0.190
C -1.873 4.446 4.531  -0.131
C -1.891 4.768 2.028  -0.114
H 7.196 -5.787 2.602  0.119
H 0.426 4.955 3.914  0.108
C -3.049 1.995 2.047  -0.323
H -1.873 5.541 4.413  0.127
C -1.858 3.766 3.148  -0.276
F 0.332 -3.333 -1.530  0.158
H 2.078 -9.277 -5.353  0.117
H -2.708 5.491 2.052  0.123
C -0.975 4.785 1.057  0.036
H -0.355 1.538 7.783  0.078
C 0.752 -1.039 -1.400  -0.403
F 1.790 -0.157 -1.363  0.115
H -5.860 3.430 -12.814  0.101
F 2.506 -4.189 -0.314  0.159
H 2.393 -7.644 -3.499  0.105
H -0.282 3.952 0.948  0.077
O -4.910 0.731 0.648  -0.307
O -3.005 2.871 3.143  -0.086
H 0.401 5.425 -5.768  0.103
C 0.688 -6.490 5.377  -0.020
H -1.808 -4.266 4.840  0.082
C -5.448 2.532 -12.374  -0.096
C -4.072 2.369 -12.283  -0.083
H -2.458 2.381 1.206  0.122
F 2.212 -2.624 -2.385  0.161
C 1.353 -2.468 -1.366  -0.368
C 0.991 9.776 6.989  -0.094
F 0.133 7.594 3.624  0.043
C 1.271 5.604 -2.043  -0.281
H -1.561 1.983 6.605  0.054
H -2.469 1.073 -11.630  0.119
H 5.128 -5.112 -1.101  0.098
C -1.313 -1.584 -6.582  -0.089
H -5.069 4.212 0.844  0.074
C 1.962 5.673 -4.316  -0.080
O -0.800 4.047 5.359  -0.148
C -2.082 -6.292 5.508  -0.080
H 4.512 -7.614 -2.232  0.080
C -1.145 1.129 7.145  -0.076
C -4.813 3.307 0.289  -0.133
H -0.945 10.659 6.716  0.106
C -0.785 -0.686 -5.664  -0.082
H -0.814 5.297 -1.658  0.087
C -0.309 -0.207 2.198  -0.172
C -4.404 0.251 -11.258  -0.294
C 2.996 -9.246 -4.782  -0.016
H -1.453 9.341 4.669  0.117
H 0.578 -0.204 2.840  0.128
F 3.006 -1.084 1.083  0.196
F -2.528 2.332 -6.613  0.044
H 3.301 5.896 -2.633  0.118
C 2.097 -2.929 -0.078  -0.329
H -0.052 -1.015 -4.944  0.087
C -3.536 1.221 -11.718  -0.018
C 1.913 8.862 6.499  -0.080
C -0.567 0.081 6.192  -0.132
C 1.358 3.157 4.747  -0.056
C -1.189 0.642 -5.670  -0.015
H 2.861 8.723 7.002  0.106
H -0.676 -1.698 0.060  0.121
H -2.954 -1.224 3.413  0.127
H 5.980 -10.849 -4.648  0.117
C 5.912 -5.604 -0.539  -0.091
H -0.786 1.361 -4.970  0.114
F 1.234 -2.941 0.955  0.162
H 2.277 3.346 4.185  0.079
O -1.135 -1.961 5.131  0.123
H -0.719 -1.227 2.207  0.125
F 0.522 -8.719 6.106  0.047

Forces on the atoms, in the same order (eV/Å):
0.003 0.019 0.026
0.002 -0.001 0.000
0.014 -0.003 0.009
0.115 0.105 0.133
-0.061 -0.035 -0.014
-0.150 -0.345 -0.251
0.034 -0.022 0.036
0.057 -0.111 -0.043
0.003 0.009 0.002
-0.094 -0.017 -0.010
0.004 0.001 -0.004
-0.013 0.027 -0.001
-0.108 -0.112 0.078
0.066 0.049 0.027
-0.008 -0.016 -0.122
0.123 0.027 0.130
0.070 -0.077 -0.068
-0.016 -0.009 -0.002
-0.004 -0.007 -0.005
0.093 -0.078 -0.028
-0.004 -0.020 -0.003
-0.024 -0.007 -0.007
-0.176 -0.116 -0.028
0.030 0.019 -0.008
-0.820 -0.350 -0.235
0.029 0.018 -0.018
0.168 0.027 0.386
0.010 0.007 0.014
0.005 -0.001 0.005
-0.116 0.039 -0.020
0.220 0.007 0.049
0.211 -0.091 0.031
-0.079 0.031 -0.072
-0.011 0.023 -0.149
-0.389 0.158 -0.076
-0.006 0.019 0.024
0.005 0.004 0.008
0.002 -0.023 -0.018
-0.147 0.057 -0.037
0.007 0.001 0.016
0.046 -0.014 -0.018
0.184 -0.163 -0.346
0.009 0.098 -0.210
0.036 -0.013 0.004
-0.005 -0.015 0.013
-0.004 -0.009 -0.006
0.033 -0.009 0.006
-0.397 0.017 0.134
-0.064 0.686 0.270
0.052 -0.074 0.058
-0.098 0.103 -0.151
-0.009 0.007 -0.008
0.036 0.007 -0.024
0.043 -0.011 -0.018
-0.010 0.016 -0.005
-0.029 0.009 -0.021
-0.081 0.004 -0.056
0.181 0.163 -0.210
0.016 -0.094 -0.030
0.015 -0.003 0.008
0.002 0.041 0.107
-0.036 -0.021 0.011
0.384 -0.175 0.371
-0.086 0.010 -0.052
0.004 -0.030 0.029
0.000 -0.004 -0.006
-0.147 0.113 -0.236
-0.101 -0.118 -0.004
0.133 -0.091 0.063
-0.284 -0.136 0.436
0.089 0.099 0.080
0.120 0.094 -0.022
0.585 0.263 -0.932
0.267 -0.025 -0.020
-0.065 0.056 -0.149
-0.002 0.017 0.024
-0.008 -0.009 -0.009
0.019 0.017 -0.002
0.001 -0.008 0.001
-0.037 -0.017 0.011
-0.016 0.014 -0.044
0.490 -0.544 0.664
0.098 0.107 -0.027
0.008 -0.331 -0.274
0.015 -0.009 -0.002
-0.103 -0.095 0.078
0.137 -0.113 0.159
-0.011 -0.155 0.025
-0.215 -0.314 -0.052
-0.072 -0.084 -0.031
0.004 -0.018 -0.002
0.341 0.189 0.165
-0.383 0.149 0.582
-0.135 -0.153 -0.017
-0.062 -0.031 -0.207
-0.195 -0.152 0.024
0.001 0.001 0.000
-0.063 -0.057 -0.002
-0.003 0.001 -0.003
0.233 0.376 0.129
0.203 0.219 0.052
0.152 0.116 -0.389
0.001 -0.001 0.000
0.038 0.021 -0.012
0.010 0.016 0.036
-0.002 -0.004 0.002
-0.032 -0.008 0.002
0.012 -0.059 0.107
-0.020 0.053 -0.193
0.078 0.114 0.315
0.003 -0.006 -0.004
-0.008 -0.013 -0.011
-0.003 -0.008 -0.006
0.039 -0.127 0.034
-0.005 -0.018 0.000
0.004 0.001 -0.001
-0.020 0.017 -0.001
0.034 -0.118 -0.049
-0.030 -0.006 0.009
-0.110 0.010 -0.233
0.052 0.004 -0.017
-0.006 -0.016 0.030
-0.184 0.184 -0.196
-0.077 0.440 -0.130
-0.003 0.005 -0.006
-0.029 -0.021 -0.115
0.006 0.004 0.016
0.118 -0.110 0.126
0.000 0.041 -0.005
-0.034 0.017 -0.012
0.005 -0.015 -0.004
-0.160 -0.065 -0.042
-0.372 0.867 0.549
0.024 -0.050 0.013
-0.008 -0.009 0.015
0.103 0.018 -0.186
0.026 -0.012 -0.001
0.041 0.016 0.002
-0.046 0.026 0.014
0.281 0.157 0.306
-0.210 -0.050 0.307
0.015 0.033 0.037
0.001 -0.009 0.003
0.103 0.117 -0.036
-0.087 0.129 0.001
-0.008 0.000 -0.016
-0.037 0.020 -0.015
-0.008 0.016 0.001
-0.021 -0.016 0.079
-0.132 -0.029 -0.020
0.337 -0.770 -0.371
0.066 0.103 0.005
-0.002 0.007 -0.001

=====

[3]
Below is the molecule C19H15N3OS3 in a non-equilibrium geometry, with properties calculated with ωB97M-V/def2-TZVPD.

Properties
E in eV: -58970.039
SMILES: O=C(Cc1cccs1)Nc1nnc(SCc2cccc3ccccc23)s1
Maximum force in eV Å⁻¹: 1.83
Orbital gap in eV: 8.60
Relative energy (zero: lowest compared OMol25 entry of this formula, charge and spin) in eV: 0.0000

Each line ends with the natural charge from an NBO analysis.
Element x y z (Å)
H -4.464 -2.846 -0.417  0.210
C 5.214 0.572 0.626  0.709
O 6.415 0.641 0.596  -0.565
N 2.305 1.369 1.057  -0.299
H 2.386 -2.159 -3.100  0.236
H 5.158 -1.379 1.431  0.251
C 0.815 2.275 -0.274  -0.134
C -4.966 -0.251 -0.714  -0.192
C 4.431 -0.621 1.127  -0.555
N 4.460 1.617 0.121  -0.648
C -4.060 1.939 -0.386  -0.197
C 3.522 -1.145 0.063  -0.180
C -5.100 1.104 -0.808  -0.216
H -1.180 2.016 1.335  0.268
H -4.183 3.010 -0.463  0.208
H -0.550 -2.400 1.217  0.211
H -2.266 3.343 0.841  0.236
S -0.709 2.806 -0.869  0.300
H -2.403 -3.848 0.496  0.215
S 4.093 -1.364 -1.563  0.422
H 1.660 -1.396 1.089  0.228
C -1.542 -0.587 0.717  -0.200
C 2.536 -1.890 -2.073  -0.411
C -3.643 -2.221 -0.094  -0.206
H -5.762 -0.909 -1.031  0.209
H 4.998 2.322 -0.370  0.422
C -3.783 -0.821 -0.201  0.028
C -1.446 -1.948 0.817  -0.204
C 1.641 -1.901 -1.055  -0.249
C -2.714 0.022 0.217  -0.083
C 2.207 -1.474 0.168  -0.263
C -2.889 1.430 0.123  -0.016
H -6.005 1.543 -1.202  0.216
S 2.279 2.616 -1.191  0.340
N 1.028 1.638 0.827  -0.325
H 0.611 -2.191 -1.167  0.232
C 3.107 1.779 0.142  0.241
C -1.827 2.390 0.547  -0.528
H 3.833 -0.327 1.992  0.271
C -2.502 -2.775 0.410  -0.214
H -0.705 0.022 1.020  0.233

Forces on the atoms, in the same order (eV/Å):
-0.071 -0.069 -0.024
-0.228 -0.123 0.194
0.290 -0.067 0.004
1.723 -0.117 0.604
-0.097 -0.074 -0.209
-0.017 0.179 0.005
0.635 0.140 -0.251
-0.142 0.238 -0.076
0.224 -0.222 0.125
0.635 0.497 -0.299
0.372 -0.024 0.197
0.079 -0.248 -0.327
-0.173 -0.310 -0.090
-0.054 0.059 0.079
0.011 0.120 0.034
0.113 -0.004 0.034
0.036 -0.105 0.078
-0.576 0.089 -0.086
-0.029 -0.083 -0.007
-0.508 -0.102 0.342
-0.090 0.089 0.213
0.161 -0.115 0.089
0.354 0.099 -0.056
0.095 -0.160 0.052
-0.086 -0.053 -0.029
0.015 -0.170 0.178
0.237 0.146 0.067
0.095 0.205 0.047
-0.045 -0.097 -0.194
-0.319 -0.187 -0.106
0.300 -0.037 0.013
-0.304 0.205 -0.118
-0.091 -0.001 -0.035
-0.180 -0.586 0.882
-1.428 0.223 -0.299
-0.170 -0.050 -0.062
-0.994 0.573 -0.577
0.339 0.201 -0.290
0.046 -0.044 -0.047
-0.231 -0.091 -0.099
0.071 0.077 0.043

=====

[4]
Below is the molecule C4H5F2NS in a non-equilibrium geometry, with properties calculated with ωB97M-V/def2-TZVPD.

Properties
E in eV: -21987.616
SMILES: [H]/N=C(\F)[C@H](C)C(F)=S
Maximum force in eV Å⁻¹: 6.02
Orbital gap (spin up / spin down) in eV: 9.03 / 9.03
Relative energy (zero: lowest compared OMol25 entry of this formula, charge and spin) in eV: 1.1109

Each line ends with the natural charge from an NBO analysis.
Element x y z (Å)
C 0.501 -0.556 -1.353  -0.602
F -1.391 1.483 -2.230  -0.335
H -0.337 3.467 0.448  0.371
C -1.728 0.671 -1.213  0.319
N -0.736 2.623 0.133  -0.668
H 0.568 0.120 -2.214  0.223
H -0.929 -0.577 0.436  0.262
S -3.340 0.371 -1.016  0.005
C -0.016 1.646 0.236  0.691
C -0.594 0.128 -0.388  -0.387
H -0.099 -1.399 -1.624  0.220
H 1.398 -0.728 -0.807  0.229
F 1.134 1.392 0.885  -0.330

Forces on the atoms, in the same order (eV/Å):
-2.875 2.004 0.907
0.571 -0.603 0.473
0.455 1.406 0.783
-2.797 -0.809 0.029
-0.142 0.693 -0.394
0.575 -0.383 0.215
0.302 1.215 -1.042
1.879 0.141 -0.026
-1.036 -5.902 -0.537
1.756 2.684 0.186
0.578 -1.127 -0.526
0.646 -0.356 0.059
0.090 1.038 -0.126